{"formula": "C17H31ClF2NO11P", "method": "wB97M-V/def2-TZVPD", "elements": ["C", "C", "C", "C", "C", "C", "P", "Cl", "N", "C", "O", "F", "C", "O", "F", "H", "H", "H", "H", "H", "H", "H", "H", "H", "H", "H", "H", "H", "C", "O", "C", "O", "O", "C", "H", "H", "H", "H", "H", "H", "C", "O", "C", "O", "O", "C", "H", "H", "H", "H", "H", "H", "C", "O", "C", "O", "O", "C", "H", "H", "H", "H", "H", "H"], "coordinates": [[2.340, -1.743, 2.549], [2.309, -1.741, 1.008], [1.722, -0.462, 0.365], [2.172, 0.868, 1.011], [1.018, 1.864, 1.266], [-0.200, 1.239, 2.001], [-1.577, 1.120, 0.762], [-2.391, 3.050, 0.749], [-2.868, 0.100, 1.519], [-2.362, -1.137, 2.041], [-2.963, -1.757, 2.774], [-1.186, -1.578, 1.622], [-3.794, -0.259, 0.466], [-4.915, -0.223, 0.552], [-3.212, -0.639, -0.670], [3.335, -1.477, 2.923], [2.132, -2.726, 2.976], [1.632, -1.013, 2.950], [3.273, -1.977, 0.550], [1.648, -2.565, 0.709], [2.088, -0.444, -0.668], [0.636, -0.539, 0.267], [2.827, 1.381, 0.297], [2.755, 0.761, 1.929], [1.396, 2.670, 1.901], [0.681, 2.343, 0.338], [-0.516, 1.951, 2.775], [0.005, 0.295, 2.509], [0.275, -1.470, -4.070], [1.571, -0.872, -4.136], [2.473, -1.589, -4.812], [2.278, -2.650, -5.344], [3.629, -0.920, -4.795], [4.694, -1.573, -5.486], [-0.363, -0.800, -3.499], [-0.145, -1.589, -5.068], [0.320, -2.430, -3.558], [4.450, -1.696, -6.541], [4.914, -2.538, -5.031], [5.571, -0.936, -5.400], [6.815, 1.347, 3.625], [5.427, 1.575, 3.869], [5.168, 2.242, 4.997], [5.984, 2.644, 5.784], [3.843, 2.384, 5.098], [3.416, 3.085, 6.267], [6.890, 0.802, 2.687], [7.349, 2.291, 3.527], [7.251, 0.742, 4.419], [3.815, 4.098, 6.275], [3.716, 2.550, 7.167], [2.330, 3.134, 6.232], [-6.306, 0.026, -1.951], [-6.902, -0.796, -2.959], [-8.138, -0.433, -3.306], [-8.758, 0.495, -2.853], [-8.570, -1.279, -4.248], [-9.890, -1.008, -4.717], [-5.319, -0.367, -1.762], [-6.215, 1.054, -2.300], [-6.883, -0.016, -1.031], [-9.941, -0.021, -5.174], [-10.612, -1.089, -3.905], [-10.122, -1.757, -5.470]], "mulliken_charge": [-1.007, -0.689, 0.080, -0.466, -0.797, -0.417, 0.147, -0.285, -0.008, 0.533, -0.383, -0.151, 0.459, -0.355, -0.201, 0.265, 0.361, 0.161, 0.422, 0.312, 0.224, -0.009, 0.379, 0.169, 0.308, 0.390, 0.603, -0.009, -0.657, -0.300, 0.784, -0.537, -0.309, -0.640, 0.194, 0.355, 0.297, 0.297, 0.294, 0.219, -0.683, -0.195, 0.688, -0.551, -0.230, -0.670, 0.213, 0.304, 0.309, 0.306, 0.298, 0.203, -0.542, -0.300, 0.764, -0.538, -0.322, -0.630, 0.121, 0.295, 0.319, 0.293, 0.292, 0.221], "largest_force_ev_per_a": 5.6, "energy_ha": -2550.052633, "homo_ev": -9.488, "smiles": "CCCCCCP(Cl)N(C(=O)F)C(=O)F.COC(=O)OC.COC(=O)OC.COC(=O)OC", "e_lumo_ev": 0.4, "gap_ev": 9.889}